# 1
Below is a structure of composition C22H43N2OP3Tc in a non-equilibrium geometry, with properties calculated with ωB97M-V/def2-TZVPD.

XYZ file:
```
72
Properties=species:S:1:pos:R:3:forces:R:3
Tc 0.585 0.106 -0.258 -1.5187 -3.9163 2.9984
P 1.832 0.582 1.557 1.8487 1.2844 1.0688
P -0.669 1.843 -0.564 -1.5174 2.9252 -0.5142
P 2.247 -0.454 -1.555 3.3828 0.2170 -2.3513
H -0.992 -3.316 0.296 0.3518 0.0385 0.2164
C 0.071 -3.231 0.558 0.0574 0.5594 -0.4925
C 0.518 -2.723 1.717 0.4747 0.9308 -0.4454
H -0.107 -2.180 2.448 0.2267 -0.9030 -0.2239
C 1.227 0.644 3.270 -0.7245 -0.2888 0.2574
C 2.415 2.320 1.412 0.0976 -0.0175 -0.0710
C 3.369 -0.381 1.807 0.2272 -0.2067 -0.0434
C -2.372 1.434 -0.013 -0.1408 -0.3688 0.0884
C -0.435 3.476 0.143 0.1631 0.1078 0.0630
C -0.484 2.050 -2.370 -0.1024 -0.1372 0.0600
C 3.185 -1.988 -1.194 -0.1831 -0.3181 0.5820
C 3.527 0.842 -1.604 -0.1000 0.0704 0.1425
C 1.985 -0.627 -3.341 -0.6649 0.0210 -0.2238
H 0.775 -3.551 -0.233 -0.4909 -0.3080 0.8090
H 1.603 -2.713 1.917 -0.7278 -0.1222 0.0254
H 0.262 0.134 3.393 0.4105 0.1379 0.1180
H 1.124 1.705 3.558 0.0195 -0.6000 0.0486
H 1.987 0.154 3.890 -0.3587 0.2258 0.0690
H 1.746 2.975 2.001 0.4624 -0.2855 -0.3825
H 2.388 2.625 0.358 0.3321 0.0857 0.3575
H 3.442 2.380 1.815 -0.4212 0.1859 -0.1975
H 3.174 -1.461 1.756 0.1933 0.3645 0.0365
H 3.735 -0.143 2.821 -0.0052 -0.0919 -0.4891
H 4.153 -0.116 1.082 -0.3223 -0.1443 0.3082
H -3.100 2.207 -0.301 0.3512 -0.0912 -0.1448
H -2.362 1.359 1.095 0.1326 0.2213 -1.1543
H -2.694 0.453 -0.386 0.0009 0.4972 -0.0127
H -1.046 4.095 -0.522 0.1476 0.4241 0.3606
H 0.619 3.784 0.125 -0.4965 0.1327 -0.1108
H -0.828 3.520 1.174 0.2069 0.0787 -0.6234
H -1.022 2.972 -2.617 0.0438 -0.2093 -0.3907
H -0.912 1.165 -2.869 0.1980 0.6607 0.0101
H 0.587 2.154 -2.648 -0.6673 0.0701 0.2225
H 3.429 -2.440 -2.165 -0.0045 0.0879 0.3067
H 2.629 -2.724 -0.595 0.2314 0.2416 -0.2099
H 4.112 -1.741 -0.659 -0.2744 -0.0783 -0.1936
H 4.197 0.582 -2.433 0.0521 0.2171 0.2224
H 4.078 0.906 -0.660 -0.0646 0.0426 -0.3669
H 3.048 1.808 -1.807 0.2493 -0.1170 -0.0656
H 2.931 -0.979 -3.776 -0.3035 0.1558 0.0211
H 1.716 0.343 -3.775 0.1105 -0.2051 -0.0267
H 1.186 -1.345 -3.568 0.3924 0.1852 -0.0654
C -1.471 -1.422 -2.790 -0.4243 0.0158 2.1119
C -2.314 -0.722 -3.673 -0.6472 -0.0376 -0.9618
C -2.470 -1.197 -4.968 -1.0300 1.4255 1.1803
C -1.908 -2.421 -5.348 0.5080 -0.0078 -0.9026
C -0.961 -3.036 -4.527 0.8531 -0.4438 2.2761
C -0.764 -2.564 -3.220 0.4827 -1.3021 -1.3543
O -1.500 -1.033 -1.468 1.6847 -0.4075 -1.4398
H -0.546 -1.174 -0.884 -1.8819 -0.9938 -1.3680
H -2.889 0.111 -3.265 0.1867 -0.1065 -0.4188
H -3.116 -0.645 -5.648 0.0792 -0.2266 0.0577
H -2.140 -2.872 -6.311 -0.0995 0.1271 0.1099
H -0.429 -3.928 -4.863 -0.2274 0.2171 0.0970
H -0.111 -3.101 -2.520 -0.2783 0.2324 -0.3761
N -2.745 -1.448 2.860 -0.3782 1.5768 0.5818
C -2.772 -0.209 3.422 0.4151 -1.2170 -0.5888
C -3.498 0.042 4.615 -0.3480 0.1529 0.6659
C -3.400 1.303 5.193 0.0022 -0.1192 -0.1124
C -2.571 2.268 4.595 -0.7137 -0.1257 0.8235
C -1.909 1.931 3.419 0.4091 -1.5827 -1.3821
N -2.017 0.732 2.833 0.8051 1.2220 0.4510
H -2.311 -1.613 1.955 -0.0802 0.1725 0.3722
H -3.302 -2.183 3.270 -0.0912 -0.2706 0.0028
H -4.087 -0.778 5.031 0.0168 0.4210 0.1384
H -3.949 1.548 6.094 0.0228 -0.1053 -0.0186
H -2.437 3.267 5.000 -0.1553 -0.1581 0.1603
H -1.240 2.640 2.918 -0.3863 -0.2188 0.3012
```
Positions in Å, forces in eV/Å.

## Properties
- E_HOMO (alpha / beta): -0.7466 / -0.7393 Eh
- Relative energy (zero: lowest compared OMol25 entry of this formula, charge and spin): 485.83 kJ/mol
- ⟨S²⟩: 3.808
- LUMO (alpha / beta): -12.8633 / -14.7606 eV
- Largest force on an atom: 5.16 eV/A
- Multiplicity: 4
- Net charge: +4
- DFT total energy: -58559.19507 eV

# 2
Below is a cluster of 13 separate species, C31H86ClO30S12 in total in a non-equilibrium geometry, with properties calculated with ωB97M-V/def2-TZVPD.

XYZ file:
```
160
Properties=species:S:1:pos:R:3:forces:R:3
Cl 0.418 0.427 -0.105 3.3412 -2.2947 1.5962
O 0.830 0.433 -1.455 0.4141 0.0393 -2.4156
O 1.398 1.200 0.640 -0.6861 0.2798 0.2821
O -0.882 0.930 -0.005 -2.4453 1.1154 0.6098
O 0.475 -0.955 0.397 -0.4666 0.8100 -0.1455
O -7.062 3.091 -1.371 -1.2789 2.0064 3.4418
S -7.316 3.798 -0.078 1.4915 0.1612 -0.7496
O -7.042 5.261 0.103 -1.5743 -3.3976 -0.8506
O -8.890 3.318 0.445 1.7667 0.3892 -0.0166
C -9.442 4.213 1.479 0.2367 1.3354 -1.6908
C -10.200 5.341 0.683 0.4892 -0.0914 1.1917
C -6.255 3.054 1.226 -0.4571 0.3578 -0.0825
H -8.588 4.465 2.107 -0.2135 0.7688 -0.0558
H -10.203 3.832 2.160 0.3447 -1.3525 -0.4616
H -11.258 5.169 0.885 -0.0671 0.2969 -0.3013
H -10.017 5.328 -0.391 0.1178 -0.2963 0.1992
H -9.920 6.332 1.038 -0.0853 0.0140 0.0714
H -6.615 2.056 1.476 0.0711 0.1511 -0.0558
H -6.257 3.748 2.067 -0.6039 -0.1589 0.1261
H -5.198 3.065 0.960 -0.2183 -0.2070 -0.8005
O -3.515 -4.566 -1.285 -1.3673 0.4396 0.8158
S -4.350 -3.686 -0.479 1.0440 3.3091 0.1718
O -5.578 -3.038 -1.047 2.8351 -2.4039 2.0752
O -4.625 -4.366 1.022 -0.6211 1.2638 -1.9970
C -3.925 -5.536 1.397 -0.4068 -2.0145 -0.8039
C -4.975 -6.543 1.861 0.2895 -0.4697 1.5482
C -3.141 -2.244 0.235 -1.4510 -1.6258 -1.0412
H -3.175 -5.297 2.151 -0.1395 -0.0018 0.0883
H -3.456 -6.042 0.554 0.3956 0.6899 -0.2730
H -5.249 -6.244 2.873 -0.8652 0.1058 -0.1439
H -4.613 -7.556 2.038 0.8467 0.0262 -0.1723
H -5.818 -6.751 1.202 -0.0248 0.8935 -0.0835
H -2.667 -1.732 -0.602 -0.3874 -0.0230 -0.0039
H -2.362 -2.740 0.815 -0.2986 -0.1145 0.1137
H -3.809 -1.615 0.824 0.2213 -0.0477 -0.0498
O -0.198 -3.325 3.095 0.6057 -3.1200 0.1289
S 0.046 -4.759 3.405 0.3947 0.4375 0.8090
O -0.866 -5.429 4.330 0.8406 0.6418 -1.7809
O 0.260 -5.691 2.031 -0.0289 -0.0703 4.6422
C 0.330 -5.022 0.848 -0.6660 -0.4124 -3.3935
C -0.033 -6.139 -0.251 0.0438 2.7823 0.7547
C 1.719 -5.030 4.145 -2.0483 0.4754 -1.0146
H 1.259 -4.541 0.543 0.5641 -0.2942 0.6757
H -0.365 -4.192 0.976 -0.4310 -0.0496 -1.1998
H -0.994 -6.563 0.040 0.0741 -0.0806 -0.4450
H 0.722 -6.890 -0.483 0.1139 0.1204 0.6472
H -0.074 -5.473 -1.113 -0.6263 -0.5279 -0.5681
H 2.453 -4.783 3.378 0.0934 0.1958 0.3970
H 1.697 -6.093 4.382 0.1923 0.2141 0.1755
H 1.615 -4.357 4.997 0.7995 -0.1775 0.0969
O 3.204 -2.854 -2.319 1.3132 -0.7663 1.4258
S 3.924 -2.819 -1.055 -0.6724 2.0182 0.5703
O 3.305 -3.337 0.171 1.3018 0.3057 -1.8608
O 5.414 -3.447 -1.284 -1.9775 -0.2184 -1.3902
C 6.297 -3.559 -0.195 0.6038 0.8189 1.2920
C 7.370 -4.558 -0.469 -0.4101 -1.7007 -0.6229
C 4.343 -1.019 -0.826 0.0089 -0.9419 -1.1815
H 5.709 -3.862 0.672 0.2283 0.2991 0.2644
H 6.773 -2.587 -0.067 -0.2693 0.2404 0.4561
H 6.861 -5.519 -0.543 0.0292 -0.2835 -0.2411
H 8.087 -4.733 0.334 -0.0152 0.6853 0.0755
H 7.875 -4.421 -1.425 0.1040 0.3049 0.1378
H 5.133 -0.791 -1.542 0.7583 -0.4902 0.4185
H 4.587 -0.740 0.199 -0.2610 -0.0587 -0.2255
H 3.573 -0.462 -1.360 -0.8936 -0.1790 1.0113
O 4.832 -0.249 4.524 -0.6938 -1.7386 -1.4672
S 4.487 -1.465 3.780 -2.6290 0.6030 3.5538
O 5.419 -1.982 2.852 0.8335 -0.6229 -1.0805
O 4.119 -2.623 4.941 2.4564 -0.8801 -0.4967
C 5.291 -3.448 5.458 0.0355 -1.3967 -1.2264
C 5.447 -4.952 4.845 -1.6812 1.6302 0.5419
C 2.729 -1.447 3.096 2.6277 0.5906 0.1081
H 5.166 -3.514 6.539 -0.1896 0.1635 -0.2056
H 6.269 -3.025 5.227 -0.3782 0.8217 0.0834
H 5.708 -4.958 3.787 0.1470 0.2396 0.1235
H 4.476 -5.439 4.939 -0.0828 -0.0993 -0.0760
H 6.133 -5.574 5.420 0.2555 0.4401 0.0769
H 2.571 -2.368 2.536 -0.0236 0.0936 0.2468
H 2.905 -0.625 2.402 -0.9368 0.2041 -0.1433
H 2.047 -1.234 3.919 0.2029 -0.0516 -0.2611
O 6.056 3.541 -1.983 -0.0180 0.4899 -0.6297
S 4.785 3.809 -1.380 -0.0577 -2.7158 2.2751
O 4.707 3.550 0.070 -0.3234 1.2417 -2.6571
O 4.301 5.284 -1.694 -0.1647 -0.3816 -0.0263
C 4.747 6.161 -2.740 0.8022 2.3049 0.0817
C 5.117 7.481 -1.987 -0.6658 0.1974 -0.0791
C 3.454 2.824 -2.185 0.5592 1.8461 1.0885
H 3.978 6.337 -3.493 -0.6554 -0.1354 0.5410
H 5.584 5.886 -3.382 0.3503 -0.9832 0.7851
H 5.310 8.370 -2.587 0.4324 -0.4484 -0.7291
H 5.942 7.363 -1.285 0.0323 -0.3029 -0.1866
H 4.277 7.875 -1.415 -0.2921 -0.5958 0.2721
H 2.598 3.217 -1.637 -0.3080 -0.2372 -0.2338
H 3.511 1.754 -1.983 0.3792 0.2547 -0.2900
H 3.468 3.206 -3.205 -0.1895 -0.6377 -0.1386
O -1.089 2.509 4.757 -0.8922 -2.6807 1.0004
S -1.509 1.093 4.890 1.0903 -0.7526 -1.0622
O -1.339 0.303 6.143 -0.5278 2.2156 -2.5875
O -3.052 0.984 4.344 1.5811 -0.7379 1.0645
C -4.014 1.498 5.257 -0.0934 -0.2069 -0.0485
C -5.341 1.258 4.617 -0.9364 1.3212 -0.4115
C -0.815 0.162 3.456 -0.3389 -0.8364 1.1105
H -3.647 2.501 5.475 -0.9440 0.4125 -0.0245
H -4.151 0.966 6.199 1.1307 -0.2962 0.2130
H -5.703 0.238 4.744 0.1272 0.1108 0.1755
H -5.409 1.503 3.557 0.3787 0.0193 -0.0442
H -5.989 1.982 5.111 -0.6159 -0.3184 0.0863
H 0.180 -0.188 3.734 0.4335 1.1919 -0.3310
H -1.004 0.647 2.498 0.5844 0.4443 0.3384
H -1.226 -0.843 3.363 -0.9989 0.1392 0.4055
C -1.197 -2.106 -2.802 0.3470 -0.4281 -0.2723
S -0.891 -2.580 -4.577 -1.3429 0.7101 -0.2815
O -2.064 -1.951 -5.297 1.4137 -0.6950 0.2519
C 0.584 -1.638 -5.074 -0.3773 0.2040 0.2072
H -1.050 -1.065 -2.516 0.0888 0.0755 -0.4327
H -0.649 -2.738 -2.104 0.3879 -0.0171 -0.1774
H -2.241 -2.401 -2.689 -0.0735 0.1275 -0.2722
H 1.400 -1.992 -4.444 0.0998 0.4469 0.1325
H 0.329 -0.578 -5.040 0.1892 0.1165 0.7279
H 0.842 -1.767 -6.125 -0.2710 -0.7746 -0.0370
C 1.028 5.275 3.547 1.2101 1.4928 -0.8977
S 1.011 5.828 1.757 -0.6389 1.3313 0.7847
O 0.414 7.248 1.737 1.0518 -1.8160 -0.0181
C 2.824 5.966 1.458 -1.2379 0.4686 0.2314
H 1.894 4.626 3.671 -0.9662 -1.3641 -0.2061
H -0.014 5.079 3.802 0.5030 -0.8119 0.1206
H 1.425 6.056 4.196 -0.5525 0.9018 -0.2799
H 3.298 5.065 1.846 0.2264 0.2513 -0.1670
H 3.088 6.917 1.921 0.3552 -0.2247 0.3034
H 2.946 6.089 0.381 0.0389 -0.3106 0.0793
C -0.474 2.771 -4.081 -1.0848 0.1357 0.0258
S -0.648 4.577 -3.914 -1.0651 1.8230 1.0106
O -2.093 5.070 -3.802 1.6176 -1.4708 -0.4173
C 0.064 4.939 -2.259 0.8458 -0.5476 0.0233
H 0.552 2.404 -4.052 0.0175 0.3287 0.4015
H -0.848 2.582 -5.087 -0.0521 0.0474 -0.0780
H -1.150 2.259 -3.396 0.3378 -0.0554 0.2017
H -0.078 5.978 -1.963 -0.2146 0.0964 -0.6696
H 1.131 4.768 -2.401 0.2360 0.1542 0.0154
H -0.198 4.369 -1.367 -0.6159 -0.5391 -0.4176
C -3.732 0.913 -2.320 0.9162 -0.8517 -1.1384
S -4.513 -0.647 -2.892 0.6332 0.9300 -1.2218
O -4.312 -0.755 -4.393 -1.0296 0.5295 1.9208
C -6.218 -0.160 -2.420 0.2019 -0.8748 -0.0383
H -3.628 0.810 -1.240 -0.5413 0.7997 0.0629
H -4.107 1.779 -2.866 -0.7994 0.1879 0.8588
H -2.707 0.916 -2.691 0.2190 -0.6458 0.0217
H -6.686 -1.143 -2.376 -0.4769 0.1904 -0.1937
H -6.730 0.535 -3.086 0.3132 -0.0831 -0.1242
H -6.225 0.222 -1.399 0.2584 0.1212 -0.0464
C 3.863 -0.497 -5.769 0.4128 -0.3464 -1.1469
S 4.174 -1.389 -7.404 -1.6216 1.5479 -0.9109
O 2.821 -1.635 -8.038 1.0606 -0.2416 0.8431
C 4.728 0.138 -8.335 0.3143 -0.3578 0.4650
H 4.779 0.049 -5.544 0.0781 -0.1964 0.2528
H 3.615 -1.261 -5.032 0.1419 0.1219 -0.0142
H 3.052 0.223 -5.880 -0.1035 -0.2073 -0.2247
H 3.993 0.905 -8.090 0.3326 0.1473 0.2023
H 4.762 0.076 -9.423 -0.4699 -0.8890 0.0621
H 5.767 0.348 -8.081 -0.1344 0.4196 0.5497
```
Positions in Å, forces in eV/Å.

## Properties
- E_HOMO: -0.2203 Eh
- LUMO: 1.5622 eV
- Largest force on an atom: 4.64 eV/A
- Net charge: -1
- DFT total energy: -237492.79775 eV

Which value of net charge does entry 2 give?
-1

What is the net charge in the first record?
+4